Arrangement i

17
Properties=species:S:1:pos:R:3 method="wB97M-V/def2-TZVPD" total_charge=0 lumo_energy_ha=-0.013
C -1.856 0.240 -2.950
C 1.603 -1.605 1.303
C 1.814 -0.850 0.163
C 0.543 -1.339 2.153
C 0.881 0.137 -0.129
C -0.421 -0.454 1.844
C -0.233 0.382 0.725
N -0.735 0.327 -2.714
Si -0.544 2.980 -1.124
S -1.448 1.614 0.189
H 2.297 -2.343 1.527
H 2.653 -0.846 -0.441
H 0.372 -2.055 2.973
H 1.069 0.671 -0.988
H -1.248 -0.393 2.543
H -2.855 0.177 -3.240
H -1.891 3.358 -1.834

Arrangement ii

17
Properties=species:S:1:pos:R:3 method="wB97M-V/def2-TZVPD" total_charge=0 lumo_energy_ha=-0.031
N -3.874 2.407 -0.887
C -3.552 1.411 -0.412
Si -3.009 -0.141 0.524
S -1.285 -1.629 -0.816
C 0.247 -0.798 -0.471
C 0.287 0.545 -0.240
C 1.476 1.131 0.088
C 2.670 0.369 0.166
C 2.592 -1.004 0.111
C 1.350 -1.571 -0.204
H -4.212 -0.837 0.782
H -1.989 0.351 1.511
H -0.644 1.075 -0.535
H 1.567 2.234 0.259
H 3.684 0.841 0.518
H 3.360 -1.760 0.006
H 1.331 -2.623 -0.399

Most stable structure: arrangement ii

Arrangement i

5
Properties=species:S:1:pos:R:3 method="wB97M-V/def2-TZVPD" total_charge=0 lumo_energy_ha="-0.091 / -0.119"
O 1.108 -1.340 0.780
O -0.534 2.133 -0.481
O -1.024 -1.169 -0.464
S 0.441 -0.891 -0.414
S 0.010 1.267 0.579

Arrangement ii

5
Properties=species:S:1:pos:R:3 method="wB97M-V/def2-TZVPD" total_charge=0 lumo_energy_ha="-0.097 / -0.100"
O 2.071 0.636 0.085
O -1.638 -1.196 -0.110
O -1.041 1.261 -0.151
S 1.324 -0.608 -0.073
S -0.715 -0.092 0.249

Most stable structure: arrangement i

Arrangement i

6
Properties=species:S:1:pos:R:3 method="wB97M-V/def2-TZVPD" total_charge=-1 lumo_energy_ha=0.173
N -0.739 0.056 -0.256
C 0.660 -0.210 0.062
O 1.287 -1.250 0.052
O 1.344 0.988 0.159
H -1.502 -0.603 -0.100
H -1.049 1.019 0.082

Arrangement ii

6
Properties=species:S:1:pos:R:3 method="wB97M-V/def2-TZVPD" total_charge=-1 lumo_energy_ha=0.187
O -1.666 -0.831 -0.260
N -0.918 -0.198 0.485
C 0.551 0.084 0.019
O 0.058 1.353 -0.173
H 1.102 0.041 0.920
H 0.873 -0.449 -0.991

Most stable structure: arrangement i

Arrangement i

5
Properties=species:S:1:pos:R:3 method="wB97M-V/def2-TZVPD" total_charge=0 lumo_energy_ha=0.003
C 1.416 1.293 1.169
P 0.115 0.446 1.044
H 2.017 2.067 0.930
Cl -2.696 0.571 -1.405
H -1.754 1.443 -1.368

Arrangement ii

5
Properties=species:S:1:pos:R:3 method="wB97M-V/def2-TZVPD" total_charge=0 lumo_energy_ha=0.012
C -0.641 2.443 0.230
P 0.551 1.470 -0.010
H -1.686 2.706 0.248
Cl 3.370 -0.896 -0.074
H 3.745 -1.274 1.201

Most stable structure: arrangement i

Arrangement i

18
Properties=species:S:1:pos:R:3 method="wB97M-V/def2-TZVPD" total_charge=0 lumo_energy_ha=0.011
C 2.350 -0.012 -1.320
C 0.812 -0.184 -1.339
S -0.190 1.306 -1.081
C -1.634 0.972 -0.015
H 2.748 -0.204 -0.307
H 2.689 0.954 -1.696
H 2.784 -0.687 -2.009
H 0.645 -1.004 -0.586
H 0.433 -0.526 -2.310
H -1.544 1.658 0.834
H -2.652 0.970 -0.410
H -1.447 -0.046 0.440
O -2.621 -2.582 0.526
H -2.108 -2.827 -0.241
H -2.056 -2.235 1.219
O 1.493 -0.084 3.529
H 1.144 -0.626 2.820
H 2.300 0.348 3.228

Arrangement ii

18
Properties=species:S:1:pos:R:3 method="wB97M-V/def2-TZVPD" total_charge=0 lumo_energy_ha=0.018
C 0.788 1.315 -2.925
C 2.199 1.661 -2.371
S 1.983 1.811 -0.614
C 1.778 0.007 -0.165
H 0.855 1.586 -3.968
H 0.769 0.316 -2.601
H -0.003 1.909 -2.551
H 2.939 0.982 -2.740
H 2.601 2.641 -2.522
H 2.097 -0.328 0.846
H 2.120 -0.684 -0.894
H 0.688 -0.038 -0.147
O -1.458 -0.915 3.655
H -1.343 -0.797 4.617
H -2.124 -0.227 3.541
O -4.815 -3.143 2.573
H -4.008 -2.633 2.794
H -5.066 -3.465 3.473

Most stable structure: arrangement i

Arrangement i

14
Properties=species:S:1:pos:R:3 method="wB97M-V/def2-TZVPD" total_charge=-1 lumo_energy_ha=0.155
O -1.088 0.084 0.842
H -1.603 0.897 0.872
O -0.430 0.895 -2.778
H -0.766 1.046 -1.891
H -0.020 0.028 -2.746
O 0.789 1.656 0.160
H 0.065 0.920 0.397
H 0.263 2.298 -0.317
O -1.329 -2.264 -0.416
H -0.979 -1.455 0.034
H -0.905 -2.972 0.092
O 2.164 -0.727 2.058
H 1.742 -0.003 2.538
H 2.096 -0.402 1.153

Arrangement ii

14
Properties=species:S:1:pos:R:3 method="wB97M-V/def2-TZVPD" total_charge=-1 lumo_energy_ha=0.153
O -0.626 -0.505 -0.612
H -0.183 -0.954 -1.419
O -0.625 -1.368 2.088
H -0.678 -1.081 1.214
H -1.504 -1.210 2.364
O 1.115 1.574 -1.395
H 0.530 2.256 -1.763
H 0.328 0.945 -0.916
O -2.000 1.651 -1.244
H -1.475 2.369 -0.850
H -1.690 0.685 -0.928
O 2.575 -1.525 1.432
H 1.730 -1.225 1.620
H 2.504 -1.611 0.411

Most stable structure: arrangement i

Arrangement i

26
Properties=species:S:1:pos:R:3 method="wB97M-V/def2-TZVPD" total_charge=-1 lumo_energy_ha=0.121
B -0.349 1.318 0.581
C -1.434 -2.726 0.194
C -0.182 -2.217 0.586
C -2.365 -1.745 -0.366
C 0.648 -1.173 0.050
C -2.595 0.872 -0.524
C -2.208 -0.457 0.038
C 0.525 0.164 -0.055
C 3.113 0.629 -0.616
C 1.634 0.757 -0.991
O -3.625 1.207 -1.064
O -1.626 1.685 -0.300
O -0.711 0.973 1.901
O 0.414 2.622 0.408
H -1.789 -3.800 0.281
H 0.519 -3.026 1.019
H -3.096 -1.962 -1.089
H 1.484 -1.650 -0.210
H -1.615 -0.222 0.910
H 3.636 1.085 -1.411
H 3.371 -0.381 -0.496
H 3.475 1.269 0.292
H 1.565 0.280 -1.922
H 1.346 1.912 -1.014
H -0.272 1.459 2.633
H 0.136 3.125 1.167

Arrangement ii

26
Properties=species:S:1:pos:R:3 method="wB97M-V/def2-TZVPD" total_charge=-1 lumo_energy_ha=0.129
B 1.834 -0.416 0.121
C -2.003 0.927 1.536
C -1.683 -0.482 1.823
C -1.175 1.770 0.877
C -0.678 -1.039 1.182
C 1.171 1.842 -0.406
C 0.173 1.322 0.548
C 0.166 -0.240 0.199
C -0.546 -1.625 -1.968
C -0.584 -0.200 -1.305
O 1.217 2.952 -0.917
O 2.128 0.948 -0.600
O 2.382 -0.457 1.480
O 2.295 -1.322 -0.742
H -2.892 1.297 2.075
H -2.242 -0.999 2.637
H -1.576 2.730 0.598
H -0.460 -2.095 1.253
H 0.798 1.335 1.478
H 0.463 -1.983 -2.211
H -1.152 -1.703 -2.947
H -1.187 -2.327 -1.493
H -1.628 0.262 -1.092
H -0.109 0.559 -1.948
H 3.298 -0.165 1.334
H 1.990 -0.891 -1.513

Most stable structure: arrangement ii

Arrangement i

6
Properties=species:S:1:pos:R:3 method="wB97M-V/def2-TZVPD" total_charge=0 lumo_energy_ha=-0.039
O 0.231 -0.791 -0.839
C 1.073 -1.444 -0.462
O 1.840 -2.242 -0.155
O -2.071 1.596 0.643
N -1.095 1.833 0.084
F 0.022 1.047 0.729

Arrangement ii

6
Properties=species:S:1:pos:R:3 method="wB97M-V/def2-TZVPD" total_charge=0 lumo_energy_ha=-0.041
O -2.000 0.019 -0.674
C -1.396 0.423 0.210
O -0.790 0.832 1.087
O 1.157 -0.428 -1.231
N 1.343 -0.927 -0.223
F 1.686 0.082 0.832

Most stable structure: arrangement ii